No. 1
83
Properties=species:S:1:pos:R:3:lowdin_charge:R:1 method="wB97M-V/def2-TZVPD" e_lumo_ev=-4.865 total_charge=+1 homo_lumo_gap_ev=5.95
O -3.65 3.44 0.04 0.0039
C -3.56 2.19 -0.49 -0.2009
O -4.87 1.47 -0.57 -0.0547
C -4.86 0.32 0.40 -0.2143
C -4.45 0.71 1.90 0.0234
C -4.35 -0.46 3.03 0.0166
C -4.76 -1.90 2.40 -0.0373
C -5.17 -2.00 0.85 -0.1057
N -5.23 -0.98 -0.23 0.0628
C -2.13 1.49 -0.95 0.0673
C -2.04 -0.10 -1.47 0.0842
C -0.56 -0.78 -1.87 0.0510
N 0.73 0.02 -1.84 0.0740
C 0.72 1.50 -1.42 -0.0076
C 2.21 2.25 -1.48 -0.1238
C 2.84 2.18 0.05 -0.2525
C 3.48 3.60 0.56 -0.5154
S 2.45 4.26 2.02 0.6189
C -0.66 2.29 -0.95 0.0217
C -0.52 3.86 -0.51 -0.1639
C -0.89 4.93 -1.73 -0.2590
C 0.40 5.82 -2.23 -0.6554
I 0.76 5.68 -4.40 0.6649
H -4.22 1.82 2.19 0.1135
H -4.03 -0.30 4.15 0.1090
H -4.75 -2.86 3.07 0.0846
H -5.49 -3.09 0.48 0.1157
H -2.97 -0.80 -1.57 0.0976
H -0.48 -1.91 -2.21 0.1075
H 1.65 -0.43 -2.13 0.1623
H 2.94 1.75 -2.25 0.1266
H 2.08 3.39 -1.79 0.0982
H 1.93 1.94 0.78 0.0959
H 3.62 1.32 0.17 0.1182
H 4.58 3.46 1.01 0.0584
H 3.59 4.42 -0.27 0.0892
H 1.55 5.27 1.55 -0.1254
H -1.16 4.08 0.47 0.1359
H 0.60 4.13 -0.20 0.0618
H -1.41 4.40 -2.64 0.0966
H -1.66 5.69 -1.25 0.1229
H 1.40 5.53 -1.69 0.0327
H 0.18 6.96 -1.95 0.0774
C 1.02 -5.16 -5.26 -0.2515
S 0.40 -3.46 -5.14 0.8319
O 0.71 -2.96 -3.77 -0.6093
C -1.36 -3.91 -5.17 -0.2619
H 2.11 -5.13 -5.22 0.0562
H 0.65 -5.75 -4.42 0.0463
H 0.70 -5.60 -6.21 0.0593
H -1.58 -4.58 -4.33 0.0624
H -1.60 -4.39 -6.12 0.0590
H -1.95 -3.00 -5.06 0.0484
C 2.91 -4.74 -0.94 -0.2716
S 2.11 -6.34 -0.71 0.8210
O 1.24 -6.59 -1.91 -0.5660
C 1.03 -5.82 0.65 -0.2702
H 3.61 -4.82 -1.78 0.0520
H 2.16 -3.98 -1.17 0.0403
H 3.45 -4.47 -0.04 0.0525
H 0.40 -4.99 0.32 0.0523
H 1.64 -5.51 1.50 0.0538
H 0.40 -6.66 0.94 0.0526
C 8.01 4.56 -0.74 -0.2688
S 7.68 5.10 0.95 0.8365
O 6.45 4.37 1.42 -0.5773
C 7.17 6.78 0.51 -0.2645
H 8.31 3.51 -0.72 0.0513
H 7.11 4.67 -1.35 0.0536
H 8.83 5.16 -1.16 0.0557
H 6.33 6.75 -0.17 0.0546
H 8.01 7.31 0.05 0.0561
H 6.88 7.31 1.43 0.0544
C -6.39 -4.50 5.54 -0.2732
S -5.66 -3.18 6.54 0.8116
O -4.38 -2.76 5.87 -0.5821
C -5.22 -4.23 7.94 -0.2671
H -6.70 -4.08 4.58 0.0421
H -5.65 -5.29 5.36 0.0592
H -7.26 -4.91 6.05 0.0559
H -4.56 -5.03 7.62 0.0593
H -6.13 -4.65 8.38 0.0555
H -4.71 -3.61 8.69 0.0530

***

No. 2
7
Properties=species:S:1:pos:R:3:lowdin_charge:R:1 method="wB97M-V/def2-TZVPD" e_lumo_ev=0.311 smiles=SOCI e_above_lowest_kcal_mol=31.01 homo_lumo_gap_ev=8.92
C -0.55 0.70 0.37 -0.7158
O 0.84 0.19 -0.25 -0.7767
S 0.78 -1.14 -1.18 0.6452
I -1.59 -0.91 1.15 0.8020
H -0.27 1.54 1.14 0.0882
H -1.28 1.17 -0.38 0.0484
H 2.07 -1.54 -0.85 -0.0914

***

No. 3
103
Properties=species:S:1:pos:R:3:lowdin_charge:R:1 method="wB97M-V/def2-TZVPD" e_lumo_ev=1.768 total_charge=-1 e_above_lowest_kcal_mol=19.12 homo_lumo_gap_ev=9.41
O -1.21 1.14 -3.11 0.1349
C -0.64 0.70 -2.12 -0.3087
O -0.54 1.22 -0.87 0.2212
B 0.18 0.28 0.03 -0.9079
O 0.55 -0.80 -0.85 0.2185
C 0.09 -0.63 -2.12 -0.2840
O 0.22 -1.36 -3.10 0.1106
O -0.72 -0.23 1.11 0.2058
C -0.14 0.07 2.27 -0.3029
O -0.65 -0.02 3.40 0.1087
C 1.20 0.77 2.02 -0.3090
O 1.36 0.83 0.70 0.2294
O 1.92 1.29 2.90 0.0836
C -1.40 -4.52 -4.56 -0.2832
C -0.20 -3.99 -5.35 -0.2483
O -0.36 -2.61 -5.47 -0.0715
O -1.46 -5.90 -4.61 -0.0453
H -2.29 -4.05 -4.97 0.1203
H -1.36 -4.11 -3.56 0.1102
H -0.20 -4.48 -6.33 0.1186
H 0.76 -4.23 -4.90 0.1142
H -0.49 -2.21 -4.61 0.0336
H -2.34 -6.23 -4.41 0.0886
C 0.46 1.81 7.49 -0.2154
C 0.10 1.32 6.04 -0.2557
O -1.02 0.48 6.14 -0.0767
O 0.83 0.77 8.40 -0.0719
H -0.34 2.43 7.86 0.1074
H 1.31 2.49 7.39 0.1082
H 0.80 0.82 5.38 0.1020
H -0.10 2.21 5.44 0.1028
H -1.20 0.17 5.26 0.0347
H 0.11 0.13 8.45 0.0727
C 1.44 4.93 1.04 -0.1489
C 0.29 4.60 2.08 -0.2587
O -0.94 5.18 1.81 -0.0554
O 1.08 4.16 -0.17 -0.0918
H 2.40 4.55 1.38 0.1082
H 1.50 5.98 0.76 0.1098
H 0.58 4.77 3.11 0.1122
H 0.03 3.55 1.89 0.1035
H -1.49 4.77 2.48 0.0829
H 1.62 3.37 -0.19 0.0580
C 4.42 -0.98 1.97 -0.2801
C 5.13 -2.31 1.81 -0.2416
O 6.25 -2.54 2.68 -0.0641
O 3.70 -0.95 3.14 -0.0314
H 3.68 -0.87 1.18 0.1012
H 5.18 -0.20 1.91 0.1298
H 5.50 -2.50 0.80 0.1006
H 4.41 -3.08 2.06 0.1211
H 6.79 -3.18 2.23 0.0738
H 3.47 -0.02 3.24 0.0568
C 3.36 -2.82 -1.17 -0.2506
C 2.71 -4.09 -1.73 -0.1609
O 1.29 -3.82 -1.64 -0.0962
O 3.48 -1.69 -2.04 -0.0418
H 4.39 -3.08 -0.92 0.0909
H 2.94 -2.59 -0.20 0.1084
H 2.88 -5.09 -1.31 0.1247
H 3.06 -4.20 -2.76 0.1131
H 1.02 -3.00 -2.05 0.0401
H 3.75 -0.94 -1.52 0.0827
C -2.81 -3.10 1.45 -0.2825
C -1.58 -3.01 0.60 -0.2333
O -1.21 -4.19 -0.12 -0.0663
O -2.61 -3.87 2.56 -0.0352
H -3.67 -3.40 0.86 0.1273
H -3.09 -2.15 1.91 0.1070
H -0.71 -2.65 1.13 0.1192
H -1.80 -2.29 -0.20 0.1125
H -0.42 -4.10 -0.64 0.0338
H -2.95 -4.74 2.36 0.0908
C -3.80 0.86 3.39 -0.2009
C -3.94 1.22 1.84 -0.2129
O -4.54 0.12 1.11 -0.0555
O -5.11 1.06 3.93 -0.0877
H -3.09 1.46 3.95 0.1081
H -3.53 -0.19 3.50 0.1074
H -2.91 1.28 1.49 0.0905
H -4.28 2.25 1.74 0.1111
H -4.92 0.63 0.40 0.0705
H -5.61 0.24 3.94 0.0782
C -3.62 3.79 -1.46 -0.2297
C -4.13 3.98 -2.86 -0.2159
O -3.87 5.34 -3.35 -0.0750
O -3.58 4.98 -0.67 -0.0512
H -2.69 3.23 -1.45 0.1095
H -4.34 3.17 -0.92 0.1011
H -5.22 3.89 -2.85 0.1020
H -3.84 3.26 -3.63 0.1145
H -4.41 5.30 -4.14 0.0666
H -4.24 5.01 0.02 0.0790
C 3.18 1.44 -5.61 -0.2275
C 1.84 0.79 -5.14 -0.2183
O 0.80 1.76 -5.29 -0.0651
O 4.20 0.48 -5.34 -0.0935
H 3.39 2.27 -4.93 0.1166
H 3.36 1.63 -6.67 0.1182
H 1.89 0.53 -4.08 0.1016
H 1.75 -0.18 -5.63 0.1191
H -0.01 1.34 -5.01 0.0529
H 4.94 1.08 -5.45 0.0710

***

No. 4
58
Properties=species:S:1:pos:R:3:lowdin_charge:R:1 method="wB97M-V/def2-TZVPD" e_lumo_ev=-0.445 smiles="COc1cc(/C=C2/NC(=O)N(CC(=O)Nc3ccc(C)cc3)C2=O)ccc1Oc1ccc([N+](=O)[O-])cn1" e_above_lowest_kcal_mol=0.36 homo_lumo_gap_ev=7.75
C -1.74 -0.62 -1.00 -0.0510
H -2.04 -1.53 -1.51 0.0967
H -1.41 -0.85 0.01 0.1040
H -0.93 -0.14 -1.55 0.0954
O -2.90 0.19 -0.98 -0.0731
C -2.79 1.45 -0.48 -0.1951
C -1.62 2.00 0.01 0.0551
C -1.58 3.32 0.45 -0.2058
C -2.74 4.09 0.43 -0.0337
C -3.92 3.55 -0.05 0.0111
C -3.95 2.24 -0.50 -0.1658
O -5.14 1.75 -1.04 0.0897
C -5.62 0.60 -0.57 -0.3120
N -5.14 0.11 0.57 0.1691
C -5.63 -1.02 1.03 -0.0302
C -6.64 -1.71 0.37 -0.1389
C -7.17 -1.19 -0.81 0.0283
C -6.66 -0.01 -1.29 0.0392
H -7.01 0.45 -2.20 0.1217
H -7.96 -1.72 -1.32 0.1238
N -7.15 -2.94 0.91 -0.3726
O -6.63 -3.38 1.91 0.0780
O -8.07 -3.48 0.32 0.0764
H -5.22 -1.39 1.96 0.1283
H -4.83 4.13 -0.08 0.1229
H -2.73 5.11 0.77 0.1110
C -0.36 3.92 0.96 0.0433
C 0.92 3.61 0.70 -0.1188
N 1.99 4.25 1.31 0.1643
C 3.20 3.78 0.87 -0.4781
O 4.30 4.11 1.23 0.1106
N 2.90 2.87 -0.13 0.0483
C 1.55 2.68 -0.28 -0.3456
O 1.05 1.95 -1.11 0.1133
C 3.88 2.00 -0.72 -0.0224
H 4.87 2.43 -0.52 0.1393
H 3.70 1.93 -1.80 0.1405
C 3.76 0.61 -0.07 -0.4254
O 2.97 0.39 0.82 0.1006
N 4.61 -0.29 -0.63 0.1302
C 4.78 -1.65 -0.32 -0.2200
C 5.76 -2.35 -1.02 -0.0276
C 5.97 -3.69 -0.76 -0.0475
C 5.23 -4.36 0.20 -0.2879
C 4.25 -3.65 0.89 -0.0358
C 4.03 -2.31 0.64 -0.0038
H 3.27 -1.77 1.19 0.0998
H 3.66 -4.15 1.64 0.1160
C 5.45 -5.81 0.50 -0.0545
H 5.78 -5.94 1.53 0.0819
H 6.21 -6.23 -0.16 0.0725
H 4.53 -6.38 0.36 0.0810
H 6.74 -4.22 -1.31 0.1096
H 6.35 -1.85 -1.77 0.1087
H 5.21 0.05 -1.37 0.1455
H 1.91 4.92 2.06 0.1673
H -0.52 4.75 1.65 0.1230
H -0.73 1.41 0.06 0.0991

***

No. 5
17
Properties=species:S:1:pos:R:3:lowdin_charge:R:1 method="wB97M-V/def2-TZVPD" e_lumo_ev=0.755 smiles="[H]/N=C(/CC#C)NN.O" e_above_lowest_kcal_mol=113.56 homo_lumo_gap_ev=9.90
C 1.00 -0.65 0.74 -0.1146
N -1.25 0.12 0.27 -0.0480
C -0.21 0.19 1.15 -0.4647
C 1.59 -0.25 -0.53 -0.0865
N -2.44 0.85 0.43 0.0192
C 2.20 0.21 -1.51 0.0714
O 0.05 -1.02 -2.02 -0.2163
N -0.15 0.81 2.26 0.1185
H -0.04 -1.83 -2.55 0.0325
H -1.11 -0.27 -0.66 0.0903
H -2.95 0.51 1.23 0.0785
H -2.23 1.84 0.57 0.0796
H -1.02 1.28 2.50 0.0269
H 0.73 -1.70 0.71 0.1321
H 1.76 -0.51 1.51 0.1293
H 2.99 0.86 -1.81 0.0626
H 1.05 -0.44 -2.29 0.0891

***

No. 6
120
Properties=species:S:1:pos:R:3:lowdin_charge:R:1 method="wB97M-V/def2-TZVPD" e_lumo_ev="-3.922 / -3.675" s_squared=0.761 multiplicity=2 total_charge=+1 e_above_lowest_kcal_mol=40.73 homo_lumo_gap_ev="6.98 / 7.10"
Re -0.64 -0.73 0.13 1.3352
O -2.74 -2.13 -3.26 0.1350
C -1.95 -1.78 -2.42 -0.4463
N -2.12 -1.71 -1.03 -0.0140
C -3.29 -2.27 -0.52 -0.4235
O -4.35 -2.42 -1.06 0.1427
C -3.11 -2.73 0.91 -0.2225
C -4.22 -3.20 1.60 0.0320
C -4.07 -3.55 2.93 -0.0157
C -2.82 -3.44 3.51 -0.0096
C -1.76 -3.00 2.73 -0.1441
N -1.90 -2.65 1.46 -0.0217
C -0.53 -1.50 -2.86 -0.2168
C -0.21 -1.63 -4.20 0.0197
C 1.10 -1.46 -4.59 -0.0340
C 2.05 -1.16 -3.62 -0.0317
C 1.65 -1.04 -2.31 -0.1247
N 0.38 -1.20 -1.93 0.0154
H -5.17 -3.27 1.08 0.1303
H -4.92 -3.90 3.50 0.1203
H -2.66 -3.69 4.55 0.1170
H -0.77 -2.92 3.15 0.0513
H -1.01 -1.85 -4.89 0.1330
H 1.39 -1.58 -5.63 0.1203
H 3.10 -1.03 -3.87 0.1202
H 2.36 -0.81 -1.53 0.0941
N 1.99 -1.39 1.51 -0.3401
P 0.87 -2.56 1.10 0.9197
C 1.17 -3.82 2.41 -0.3088
C 1.52 -5.12 2.09 -0.0529
C 1.92 -6.01 3.08 -0.0519
C 1.93 -5.61 4.41 -0.0556
C 1.53 -4.32 4.74 -0.0531
C 1.15 -3.43 3.75 -0.1237
C 1.43 -3.52 -0.34 -0.4077
C 2.76 -3.63 -0.71 -0.0981
C 3.10 -4.42 -1.80 -0.0678
C 2.12 -5.11 -2.50 -0.0640
C 0.79 -5.01 -2.12 -0.0557
C 0.44 -4.22 -1.04 -0.1149
P 1.33 0.24 1.25 0.9050
C 2.80 0.91 0.38 -0.3225
C 4.05 0.80 1.00 -0.0935
C 5.18 1.31 0.39 -0.0639
C 5.10 1.92 -0.85 -0.0644
C 3.87 2.01 -1.49 -0.0507
C 2.73 1.51 -0.88 -0.1014
C 1.47 0.92 2.93 -0.3205
C 0.93 0.19 3.99 -0.1145
C 1.11 0.61 5.30 -0.0706
C 1.81 1.78 5.56 -0.0673
C 2.30 2.54 4.50 -0.0557
C 2.13 2.11 3.19 -0.0822
H 2.81 -1.60 2.07 0.0764
H 1.51 -5.47 1.06 0.1033
H 2.22 -7.01 2.82 0.1145
H 2.24 -6.30 5.18 0.1139
H 1.53 -4.00 5.78 0.1140
H 0.85 -2.43 4.03 0.0727
H 3.52 -3.11 -0.16 0.1103
H 4.14 -4.51 -2.10 0.1106
H 2.39 -5.73 -3.35 0.1102
H 0.02 -5.54 -2.67 0.1152
H -0.59 -4.13 -0.73 0.1005
H 4.13 0.34 1.98 0.1072
H 6.14 1.22 0.89 0.1101
H 5.98 2.33 -1.33 0.1099
H 3.79 2.47 -2.47 0.1025
H 1.78 1.56 -1.40 0.0844
H 0.35 -0.69 3.77 0.0617
H 0.69 0.04 6.12 0.1095
H 1.97 2.11 6.58 0.1100
H 2.82 3.46 4.70 0.1116
H 2.50 2.71 2.37 0.1118
O 0.53 2.26 0.80 -0.0754
C -0.15 2.27 -0.23 -0.5650
N -0.37 3.37 -0.98 0.1943
C -0.88 3.02 -2.29 -0.2496
C -1.26 1.54 -2.04 -0.3852
O -1.87 0.84 -2.80 0.1309
N -0.75 1.17 -0.81 0.0204
C -2.08 3.83 -2.75 -0.1494
C -2.59 4.88 -1.99 -0.0375
C -3.67 5.61 -2.46 -0.0704
C -4.26 5.30 -3.67 -0.0750
C -3.75 4.26 -4.43 -0.0572
C -2.66 3.53 -3.98 -0.0132
C 0.26 3.10 -3.32 -0.1390
C 0.59 2.05 -4.16 -0.0199
C 1.65 2.18 -5.06 -0.0649
C 2.38 3.35 -5.11 -0.0808
C 2.04 4.41 -4.28 -0.0674
C 0.98 4.29 -3.39 -0.0208
H 0.12 4.22 -0.78 0.1625
H -2.14 5.13 -1.04 0.1084
H -4.06 6.43 -1.87 0.1070
H -5.10 5.87 -4.03 0.1071
H -4.20 4.02 -5.39 0.1097
H -2.26 2.73 -4.59 0.1192
H 0.02 1.13 -4.14 0.0979
H 1.90 1.35 -5.71 0.1036
H 3.21 3.45 -5.80 0.1083
H 2.60 5.34 -4.32 0.1104
H 0.71 5.14 -2.77 0.1207
C -4.09 1.10 3.47 -0.1868
Si -2.73 1.59 2.24 0.4773
C -1.60 2.74 3.21 -0.1655
C -3.61 2.38 0.77 -0.1561
C -1.96 -0.10 1.76 -0.3565
H -4.55 1.99 3.89 0.0314
H -3.69 0.51 4.30 0.0271
H -4.88 0.52 2.99 0.0281
H -2.19 3.57 3.62 0.0360
H -0.79 3.16 2.62 0.0085
H -1.15 2.21 4.06 0.0242
H -4.19 3.25 1.08 0.0394
H -4.30 1.66 0.31 0.0429
H -2.93 2.71 -0.01 -0.0085
H -2.87 -0.68 1.62 -0.0009
H -1.49 -0.46 2.68 -0.0151